(1)
{"formula": "C27H26N2O4", "method": "the ωB97M-V functional and the def2-TZVPD basis", "e_above_lowest_kcal_mol": 64.68, "lumo_ev": -0.018, "smiles": "COc1cc(-c2cc(C(=O)N(C)Cc3ccccc3)c3ccccc3n2)cc(OC)c1OC", "orbital_gap_ev": 8.06, "total_energy_ev": -39590.66183, "homo_ev": -8.083, "fmax_ev_per_a": 0.80, "species": ["C", "H", "O", "C", "C", "C", "C", "C", "C", "O", "C", "H", "H", "H", "O", "C", "H", "H", "H", "H", "C", "N", "C", "C", "C", "C", "C", "C", "C", "C", "H", "C", "O", "N", "C", "H", "H", "H", "C", "C", "C", "C", "C", "C", "C", "H", "H", "H", "H", "H", "H", "H", "H", "H", "H", "H", "H", "H", "H"], "coordinates": [[-5.081, -2.403, 2.338], [-5.328, -3.008, 1.463], [-3.818, -1.788, 2.210], [-3.584, -0.814, 1.291], [-2.285, -0.303, 1.350], [-1.864, 0.697, 0.493], [-2.771, 1.223, -0.429], [-4.063, 0.742, -0.498], [-4.485, -0.307, 0.348], [-5.783, -0.781, 0.290], [-6.190, -1.345, -0.940], [-5.520, -2.161, -1.239], [-7.188, -1.742, -0.763], [-6.228, -0.601, -1.737], [-5.007, 1.231, -1.356], [-4.670, 2.336, -2.159], [-5.578, 2.586, -2.707], [-4.364, 3.193, -1.552], [-3.874, 2.089, -2.869], [-2.426, 2.018, -1.066], [-0.505, 1.251, 0.526], [-0.326, 2.408, -0.071], [0.888, 2.982, -0.067], [1.041, 4.241, -0.688], [2.257, 4.863, -0.696], [3.372, 4.264, -0.088], [3.259, 3.041, 0.516], [2.021, 2.373, 0.538], [1.822, 1.100, 1.135], [0.564, 0.559, 1.147], [0.392, -0.398, 1.612], [2.956, 0.404, 1.832], [3.049, 0.425, 3.045], [3.856, -0.219, 1.036], [4.982, -0.897, 1.636], [4.944, -1.967, 1.423], [5.917, -0.489, 1.244], [4.936, -0.738, 2.712], [3.738, -0.353, -0.398], [3.468, -1.781, -0.811], [4.222, -2.390, -1.804], [3.965, -3.698, -2.177], [2.956, -4.412, -1.554], [2.202, -3.812, -0.559], [2.455, -2.503, -0.192], [1.870, -2.037, 0.587], [1.414, -4.364, -0.069], [2.759, -5.434, -1.841], [4.558, -4.162, -2.951], [5.013, -1.837, -2.290], [4.668, -0.004, -0.864], [2.922, 0.285, -0.750], [4.112, 2.582, 0.996], [4.321, 4.778, -0.098], [2.370, 5.829, -1.167], [0.171, 4.690, -1.140], [-1.644, -0.716, 2.111], [-4.989, -3.053, 3.209], [-5.872, -1.671, 2.506]], "lowdin_charge": [-0.068, 0.093, -0.062, -0.184, 0.049, -0.152, 0.032, -0.184, -0.129, -0.113, -0.066, 0.100, 0.094, 0.083, -0.093, -0.075, 0.095, 0.100, 0.098, 0.100, -0.195, 0.168, -0.206, -0.010, -0.078, -0.075, -0.017, -0.107, -0.082, 0.067, 0.114, -0.445, 0.085, -0.093, -0.012, 0.096, 0.096, 0.090, -0.108, -0.212, -0.043, -0.084, -0.091, -0.074, -0.030, 0.105, 0.104, 0.101, 0.102, 0.110, 0.131, 0.131, 0.119, 0.103, 0.103, 0.111, 0.120, 0.094, 0.098]}

(2)
{"formula": "C27H27Cl2O4PPdSTe", "method": "the ωB97M-V functional and the def2-TZVPD basis", "charge": 2, "multiplicity": 5, "e_above_lowest_kcal_mol": 17.20, "lumo_ev": [-5.115, -8.565], "s2": 6.03, "orbital_gap_ev": [8.85, 6.17], "total_energy_ev": -92551.69141, "homo_ev": [-13.962, -14.739], "fmax_ev_per_a": 0.71, "species": ["Pd", "Cl", "C", "Cl", "H", "H", "O", "S", "O", "O", "C", "C", "C", "C", "C", "C", "P", "C", "C", "C", "C", "C", "C", "C", "C", "C", "C", "C", "C", "H", "H", "H", "H", "H", "H", "H", "H", "H", "H", "H", "H", "H", "H", "Te", "C", "C", "C", "C", "C", "C", "H", "H", "H", "H", "H", "C", "C", "O", "H", "H", "H", "H", "H", "H"], "coordinates": [[-0.742, -0.103, -0.226], [-0.385, -0.832, -2.616], [-0.563, -2.558, -2.196], [-0.395, -2.734, -0.428], [0.224, -3.120, -2.681], [-1.551, -2.886, -2.489], [0.283, 1.920, -0.428], [-0.069, 2.391, 0.958], [-0.774, 3.626, 1.018], [-0.723, 1.214, 1.633], [1.487, 2.493, 1.751], [1.820, 3.564, 2.557], [3.063, 3.560, 3.178], [3.938, 2.501, 2.992], [3.592, 1.422, 2.184], [2.359, 1.414, 1.547], [1.934, 0.012, 0.466], [2.379, -1.456, 1.386], [3.534, -2.200, 1.139], [3.860, -3.247, 1.992], [3.042, -3.553, 3.071], [1.887, -2.815, 3.313], [1.553, -1.769, 2.472], [2.865, 0.122, -1.037], [3.012, -1.019, -1.836], [3.733, -0.947, -3.013], [4.286, 0.267, -3.410], [4.116, 1.409, -2.635], [3.399, 1.346, -1.452], [1.120, 4.382, 2.686], [3.346, 4.389, 3.814], [4.906, 2.510, 3.479], [4.286, 0.602, 2.049], [4.186, -1.957, 0.311], [4.761, -3.820, 1.814], [3.308, -4.368, 3.732], [1.258, -3.053, 4.162], [0.665, -1.176, 2.666], [2.579, -1.964, -1.523], [3.871, -1.833, -3.622], [4.849, 0.324, -4.333], [4.545, 2.351, -2.954], [3.262, 2.237, -0.852], [-2.905, -0.759, 1.343], [-4.288, -1.318, -0.077], [-4.171, -0.893, -1.403], [-5.144, -1.267, -2.313], [-6.220, -2.050, -1.903], [-6.337, -2.455, -0.578], [-5.373, -2.089, 0.346], [-3.366, -0.241, -1.709], [-5.076, -0.932, -3.342], [-6.977, -2.340, -2.619], [-7.184, -3.050, -0.261], [-5.465, -2.408, 1.379], [-4.754, 2.794, -1.265], [-3.698, 2.431, -0.248], [-2.556, 1.782, -0.865], [-5.652, 3.158, -0.762], [-5.022, 1.926, -1.869], [-4.400, 3.583, -1.929], [-4.099, 1.722, 0.474], [-3.350, 3.298, 0.310], [-2.070, 2.461, -1.347]], "lowdin_charge": [0.425, 0.653, -0.841, 0.594, 0.048, 0.045, -0.431, 0.516, -0.224, -0.520, -0.276, -0.011, -0.019, -0.025, -0.044, -0.308, 1.153, -0.383, -0.068, -0.041, -0.036, -0.048, -0.104, -0.360, -0.128, -0.051, -0.030, -0.035, -0.050, 0.131, 0.126, 0.125, 0.122, 0.109, 0.121, 0.122, 0.119, 0.099, 0.098, 0.120, 0.123, 0.123, 0.118, 1.447, -0.616, -0.157, -0.050, -0.026, -0.043, -0.133, 0.063, 0.122, 0.124, 0.125, 0.104, -0.055, -0.288, -0.197, 0.093, 0.068, 0.089, 0.066, 0.116, 0.092]}

(3)
{"formula": "C27H27CrF5N6O4S", "method": "the ωB97M-V functional and the def2-TZVPD basis", "charge": -2, "multiplicity": 5, "lumo_ev": [3.905, 3.901], "s2": 6.22, "orbital_gap_ev": [2.98, 5.44], "total_energy_ev": -98415.41078, "homo_ev": [0.925, -1.544], "fmax_ev_per_a": 0.95, "species": ["Cr", "C", "C", "N", "C", "C", "N", "C", "O", "O", "C", "O", "O", "H", "H", "H", "H", "H", "F", "C", "C", "F", "C", "F", "C", "S", "C", "F", "C", "F", "C", "C", "C", "C", "C", "C", "C", "C", "N", "H", "H", "H", "H", "H", "H", "H", "H", "H", "C", "C", "N", "C", "N", "C", "C", "C", "N", "C", "H", "H", "H", "H", "H", "H", "H", "H", "H", "H", "H", "H", "H"], "coordinates": [[0.323, 1.100, 0.181], [3.733, -0.621, -0.493], [3.428, 0.813, -0.759], [2.266, 1.392, -0.663], [2.438, 2.757, -0.944], [3.801, 2.982, -1.271], [4.375, 1.698, -1.156], [4.591, 4.072, -1.656], [3.973, 5.281, -1.772], [5.814, 3.968, -1.909], [1.341, 3.638, -0.677], [1.433, 4.866, -0.902], [0.266, 3.071, -0.186], [2.985, -1.264, -0.955], [3.733, -0.820, 0.583], [4.711, -0.880, -0.902], [5.364, 1.547, -1.244], [3.016, 5.183, -1.518], [-1.870, -0.229, 6.956], [-1.060, 0.043, 5.911], [-1.290, 1.150, 5.118], [-2.332, 1.951, 5.402], [-0.455, 1.432, 4.049], [-0.742, 2.532, 3.351], [0.649, 0.640, 3.719], [1.727, 0.991, 2.388], [0.836, -0.464, 4.550], [1.859, -1.314, 4.330], [0.012, -0.764, 5.625], [0.254, -1.851, 6.390], [-2.291, 1.947, -2.529], [-3.233, 1.305, -1.545], [-4.583, 1.175, -1.822], [-5.485, 0.636, -0.905], [-4.982, 0.235, 0.332], [-3.642, 0.329, 0.660], [-3.144, -0.151, 2.000], [-2.707, 0.856, -0.291], [-1.402, 0.901, -0.045], [-2.823, 2.648, -3.177], [-1.810, 1.206, -3.177], [-1.505, 2.495, -2.004], [-4.947, 1.537, -2.781], [-6.541, 0.561, -1.134], [-5.663, -0.175, 1.077], [-3.704, 0.301, 2.824], [-2.096, 0.105, 2.127], [-3.237, -1.239, 2.100], [0.627, -2.616, -3.891], [0.040, -1.247, -3.635], [0.513, -0.789, -2.345], [0.474, -1.597, -1.232], [0.470, -1.062, -0.063], [0.387, -1.900, 1.129], [0.923, -3.297, 0.895], [0.266, -3.850, -0.349], [0.539, -2.965, -1.469], [0.184, -3.523, -2.765], [1.718, -2.543, -3.895], [0.297, -3.017, -4.851], [-1.056, -1.303, -3.669], [0.355, -0.526, -4.388], [0.282, 0.172, -2.123], [-0.662, -1.944, 1.446], [0.945, -1.397, 1.920], [0.720, -3.934, 1.759], [2.006, -3.257, 0.745], [-0.817, -3.944, -0.188], [0.647, -4.840, -0.612], [-0.902, -3.687, -2.830], [0.661, -4.503, -2.842]], "lowdin_charge": [0.624, -0.008, -0.388, 0.018, -0.149, -0.119, 0.145, -0.552, 0.038, -0.068, -0.589, -0.021, -0.171, 0.053, 0.072, 0.071, 0.139, 0.053, 0.083, -0.156, -0.154, 0.097, -0.253, 0.100, -0.550, 0.674, -0.252, 0.052, -0.154, 0.081, -0.059, -0.232, -0.112, -0.161, -0.113, -0.231, -0.063, -0.308, -0.080, 0.068, 0.055, 0.064, 0.090, 0.064, 0.093, 0.073, 0.039, 0.070, -0.174, -0.197, 0.086, -0.373, 0.009, -0.212, -0.157, -0.173, -0.046, -0.181, 0.119, 0.110, 0.120, 0.122, 0.100, 0.118, 0.044, 0.114, 0.115, 0.130, 0.113, 0.126, 0.114]}